Record 1
Entry from the Open Molecules 2025 dataset: a 2-piece molecular cluster, CH3I3Si overall at a distorted geometry (ωB97M-V with the def2-TZVPD basis set).

The geometry in XYZ format:
```
8
Properties=species:S:1:pos:R:3:forces:R:3
C 0.652 0.140 -0.202 -1.36 1.15 -2.50
Si 2.150 1.114 -0.824 -1.00 0.59 -0.26
I 1.319 3.480 -1.138 0.39 -0.61 -0.08
I 2.792 -2.886 1.545 0.03 0.00 0.00
I 3.094 -0.085 -2.746 -0.03 0.20 0.00
H 1.078 -0.816 -0.184 0.10 -1.75 0.49
H 0.479 0.569 0.730 -0.23 0.32 2.07
H -0.394 0.141 -0.709 2.11 0.10 0.28
```
Forces are in eV/Å.

- lowest unoccupied orbital energy (alpha / beta) (eV) = -1.9 / -3.6
- max |F| (hartree/bohr) = 0.0596
- gap between HOMO and LUMO (alpha / beta) (eV) = 7.844 / 4.530
- HOMO energy (alpha / beta) (eV) = -9.7 / -8.1
- net charge = 0
- 2S+1 = 1
- total energy (Ha) = -1222.47101


Record 2
Entry from the Open Molecules 2025 dataset: one molecule with the formula C4H7NO (ωB97M-V with the def2-TZVPD basis set).

The geometry in XYZ format:
```
13
Properties=species:S:1:pos:R:3:forces:R:3
C -1.627 -0.083 -0.494 0.01 0.03 -0.07
C -0.519 -0.371 0.491 -0.23 -0.23 -0.07
N 0.417 -1.304 0.185 -0.14 0.10 0.23
C 1.653 0.490 -0.560 -0.09 0.13 -0.02
C 0.833 0.749 0.536 0.39 0.23 0.27
O 0.960 1.351 1.573 -0.01 -0.33 -0.34
H -2.382 -0.875 -0.438 0.12 0.10 -0.02
H -1.262 -0.030 -1.523 0.00 -0.04 0.15
H -2.113 0.863 -0.237 0.09 -0.13 -0.08
H -0.828 -0.277 1.534 0.08 0.03 -0.13
H 0.896 -1.618 1.032 -0.01 0.06 -0.04
H 1.264 0.017 -1.447 -0.06 0.08 0.15
H 2.570 1.075 -0.647 -0.14 -0.05 -0.03
```
Forces are in eV/Å.

- lowest unoccupied orbital energy (alpha / beta) (eV) = -1.0 / -1.0
- max |F| (hartree/bohr) = 0.0103
- gap between HOMO and LUMO (alpha / beta) (eV) = 7.721 / 7.711
- HOMO energy (alpha / beta) (eV) = -8.7 / -8.7
- net charge = 0
- 2S+1 = 1
- total energy (Ha) = -286.47176


Record 3
Entry from the Open Molecules 2025 dataset: a 2-piece molecular cluster, C6H12INO3 overall at a distorted geometry (ωB97M-V with the def2-TZVPD basis set).

The geometry in XYZ format:
```
23
Properties=species:S:1:pos:R:3:forces:R:3
C -1.531 0.829 -0.819 0.44 2.83 2.27
C 0.485 0.881 -2.183 0.04 2.47 -0.81
C 0.631 -0.567 2.027 4.45 -0.03 -0.40
C -0.047 0.553 -0.799 0.25 1.17 0.60
C 1.069 -1.252 0.686 2.00 0.97 -0.84
C 0.214 -0.870 -0.462 -0.41 0.05 0.11
N -1.829 -2.865 1.650 -2.34 -0.42 -0.37
O -2.243 -2.225 2.590 0.70 -0.81 -1.11
O -2.414 -3.528 0.818 1.27 1.14 1.54
O 1.064 -2.609 0.870 -1.22 -1.90 1.86
I -0.429 -2.384 -1.774 0.31 0.60 0.22
H -1.731 1.897 -1.104 0.15 -0.97 -0.19
H -2.005 0.149 -1.426 -1.45 -1.40 -1.41
H -1.877 0.784 0.220 -0.39 -0.36 -0.22
H 1.504 0.473 -2.343 -0.81 0.17 -0.33
H 0.512 2.043 -2.333 0.19 -1.97 0.40
H -0.311 0.585 -2.915 1.19 -0.30 0.28
H 0.577 0.532 1.987 0.41 -0.52 0.29
H 1.345 -1.036 2.813 -0.78 1.49 -1.10
H -0.267 -0.935 2.326 -2.94 -0.93 0.43
H 0.343 1.283 0.021 0.03 -1.51 -1.40
H 2.216 -1.127 0.324 -2.15 0.71 1.12
H 0.307 -2.756 1.498 1.07 -0.45 -0.95
```
Forces are in eV/Å.

- lowest unoccupied orbital energy (alpha / beta) (eV) = -2.6 / -0.4
- max |F| (hartree/bohr) = 0.0868
- gap between HOMO and LUMO (alpha / beta) (eV) = 4.808 / 8.969
- HOMO energy (alpha / beta) (eV) = -7.4 / -9.4
- net charge = 0
- 2S+1 = 1
- total energy (Ha) = -813.75255


Record 4
Entry from the Open Molecules 2025 dataset: a 3-piece molecular cluster, C8H16O2 overall at a distorted geometry (ωB97M-V with the def2-TZVPD basis set).

The geometry in XYZ format:
```
26
Properties=species:S:1:pos:R:3:forces:R:3
C 2.937 0.882 -1.136 -2.72 1.96 -0.04
C 1.784 0.739 -0.110 0.87 -1.65 0.29
C 2.121 0.594 1.167 0.67 0.04 2.24
C 0.156 0.621 -1.838 -0.40 0.36 -1.72
C 0.406 0.561 -0.529 -1.49 0.22 -0.33
C -0.698 0.191 0.419 0.56 1.01 -0.64
C -1.895 0.779 0.455 -0.68 -0.52 -0.29
C -1.182 0.547 -2.592 0.64 0.78 0.49
H 2.956 0.165 -1.976 0.09 -0.02 0.82
H 2.598 1.892 -1.639 1.74 -1.45 0.87
H 3.771 0.861 -0.443 0.73 0.47 -0.96
H 1.578 0.466 2.111 -1.36 0.05 -1.06
H 3.112 0.603 1.606 0.80 0.22 -1.15
H 1.043 0.832 -2.431 -0.41 -0.14 -0.31
H -0.437 -0.675 1.010 -0.31 -0.04 0.18
H -2.256 1.611 -0.170 0.87 -0.18 0.43
H -2.720 0.266 0.945 0.38 0.29 0.38
H -1.315 1.205 -3.444 0.76 1.07 0.13
H -1.424 -0.327 -3.157 0.10 -1.50 0.49
H -1.947 0.827 -1.894 -0.60 -0.44 -0.10
H -1.776 -2.119 1.793 -0.29 -1.01 -0.87
H -2.916 -2.539 0.774 0.33 -0.32 0.04
O -2.618 -1.873 1.392 -0.50 0.38 0.46
H -1.100 -1.491 3.038 1.37 0.01 1.85
H 0.247 -2.426 3.639 -0.38 0.97 0.85
O -0.425 -2.190 3.009 -0.78 -0.57 -2.07
```
Forces are in eV/Å.

- lowest unoccupied orbital energy (eV) = 0.6
- max |F| (hartree/bohr) = 0.0652
- gap between HOMO and LUMO (eV) = 8.937
- HOMO energy (eV) = -8.3
- net charge = 0
- 2S+1 = 1
- SMILES string = C=C/C(=C\C)C(=C)C.O.O
- total energy (Ha) = -464.76538


Record 5
Entry from the Open Molecules 2025 dataset: C6H6Cl2 as an isolated structure (ωB97M-V with the def2-TZVPD basis set).

The geometry in XYZ format:
```
14
Properties=species:S:1:pos:R:3:forces:R:3
C 0.295 1.096 0.001 0.21 -0.03 0.07
C 0.739 -0.005 -1.018 0.11 0.16 -0.34
C 2.222 -0.010 -0.674 0.56 0.02 -0.01
C 2.220 -0.012 0.668 0.43 -0.02 0.07
C 0.741 0.000 1.029 -0.03 -0.11 0.11
C 0.288 -1.091 -0.002 -0.08 -0.14 0.21
H 0.907 1.996 0.002 -0.13 -0.08 -0.01
H 0.438 0.002 -2.061 -0.08 -0.02 0.07
H 3.077 -0.006 -1.369 -0.65 -0.03 0.45
H 3.063 -0.032 1.362 -0.37 0.04 -0.28
H 0.426 -0.015 2.075 0.06 0.06 -0.27
H 0.881 -2.002 0.011 -0.06 0.06 -0.06
Cl -1.396 1.623 -0.001 -0.07 0.02 0.00
Cl -1.417 -1.612 -0.002 0.10 0.07 -0.01
```
Forces are in eV/Å.

- lowest unoccupied orbital energy (eV) = 1.0
- max |F| (hartree/bohr) = 0.0154
- gap between HOMO and LUMO (eV) = 10.633
- HOMO energy (eV) = -9.7
- net charge = 0
- 2S+1 = 1
- total energy (Ha) = -1152.54110


Record 6
Entry from the Open Molecules 2025 dataset: a 2-piece molecular cluster, C5H10N2O6 overall at a distorted geometry (ωB97M-V with the def2-TZVPD basis set).

The geometry in XYZ format:
```
23
Properties=species:S:1:pos:R:3:forces:R:3
C 0.655 -1.915 0.850 0.28 -0.85 0.15
C 0.331 -0.853 -0.151 0.32 2.42 -0.54
C 0.357 -1.247 -1.625 -0.10 0.12 -0.22
C -0.989 0.017 -0.007 0.22 -0.65 1.23
O -0.815 1.107 -0.799 -1.08 0.49 -0.56
N -5.416 2.300 0.756 -1.87 2.37 1.32
O -5.849 1.783 1.765 1.08 0.53 -2.01
O -5.614 3.432 0.315 0.79 -2.90 0.69
C 1.315 0.373 0.090 -2.74 -1.95 -0.23
O 2.603 -0.080 -0.190 1.16 2.03 0.81
N 3.449 1.051 0.111 1.88 0.38 -0.16
O 2.877 2.085 0.403 1.21 -1.30 -0.37
O 4.651 0.831 0.021 -2.51 0.22 0.13
H 0.789 -1.483 1.856 -0.22 -0.28 -0.30
H -0.075 -2.734 0.870 0.07 0.23 0.11
H 1.629 -2.369 0.552 -0.60 0.27 0.28
H 0.156 -0.331 -2.221 0.17 -0.78 0.20
H 1.310 -1.670 -1.936 0.11 -0.03 0.05
H -0.428 -1.983 -1.835 0.14 0.09 0.01
H -1.873 -0.557 -0.385 0.43 0.32 0.38
H -1.086 0.361 1.052 -0.43 -0.63 -0.41
H 0.897 1.115 -0.599 1.05 0.31 -0.21
H 1.128 0.770 1.107 0.64 -0.39 -0.34
```
Forces are in eV/Å.

- lowest unoccupied orbital energy (alpha / beta) (eV) = -1.9 / -2.5
- max |F| (hartree/bohr) = 0.0656
- gap between HOMO and LUMO (alpha / beta) (eV) = 8.421 / 8.129
- HOMO energy (alpha / beta) (eV) = -10.3 / -10.6
- net charge = 0
- 2S+1 = 1
- total energy (Ha) = -757.09565